{"formula": "C2H7N2O", "method": "the ωB97M-V functional and the def2-TZVPD basis", "elements": ["O", "N", "N", "C", "C", "H", "H", "H", "H", "H", "H", "H"], "coordinates": [[0.08668, 0.21042, -0.98417], [-0.23562, -1.13800, 1.14367], [-0.60673, 0.97307, 2.16039], [-1.00771, -0.25130, 1.55694], [0.80606, -0.24930, -2.05537], [0.31896, 0.01448, -3.01826], [0.91422, -1.35298, -2.05076], [-0.54099, 1.69028, 1.44169], [0.31582, 0.88077, 2.56012], [1.82995, 0.17758, -2.10803], [0.17519, -0.75477, 0.15067], [-2.05584, -0.20024, 1.20310]], "max_force_ev_per_a": 1.56, "de_lowest_ev": 2.4542, "total_charge": -1, "lumo_ev": 4.67}